A 10-piece molecular cluster, C65H150N9O10 overall in a non-equilibrium geometry, computed with ωB97M-V/def2-TZVPD.

```
234
Properties=species:S:1:pos:R:3:forces:R:3:mulliken_charge:R:1
C 28.381190 12.281510 -10.496550 0.206 -0.487 -5.862 -0.503
C 27.737070 12.665860 -9.408940 0.016 -0.334 4.248 0.553
C 26.494550 13.638870 -9.430870 -2.973 0.054 2.981 0.318
O 25.811770 13.910310 -8.321710 2.470 -0.791 -2.432 -0.845
C 25.996210 14.018520 -10.670420 2.789 -0.941 -2.087 -0.712
C 26.774260 13.713940 -11.920380 -0.373 -2.113 4.521 0.386
C 28.020970 12.661130 -11.826410 0.628 2.555 1.854 0.324
O 28.818340 12.579390 -12.765100 -0.204 -0.571 -1.446 -0.755
O 26.393920 14.150940 -12.954190 -0.407 1.231 -3.825 -0.676
O 28.283790 12.151540 -8.366240 -1.662 1.484 1.050 -0.829
H 29.284750 11.693990 -10.427280 0.049 -0.127 0.218 0.345
H 25.074590 14.507980 -10.948700 -0.181 0.278 0.767 0.404
C 16.822630 17.541660 -17.221130 0.375 0.780 -0.514 -1.332
C 17.779210 18.762410 -16.953900 0.637 -4.393 -1.321 -0.046
C 19.259820 18.146770 -16.702490 1.103 1.909 0.908 -0.782
O 19.910680 17.452870 -17.744830 -1.882 -0.268 -1.356 -0.354
C 21.287380 17.141750 -17.614210 0.604 0.848 0.204 -0.732
N 17.841200 19.532040 -18.278340 1.747 -0.110 1.254 -0.260
H 18.812320 19.553420 -18.555050 0.890 0.438 0.151 0.296
H 17.471990 19.163460 -19.143170 -1.575 -0.048 0.055 0.358
H 17.583920 20.432120 -17.899170 -0.538 0.833 -1.615 0.351
H 17.323510 16.922690 -17.965510 0.179 0.064 -0.187 0.398
H 15.909040 17.894320 -17.699750 -0.270 -0.143 0.395 0.373
H 16.627380 16.832780 -16.416480 -0.047 0.679 0.378 0.353
H 17.433100 19.536580 -16.269090 0.371 -0.673 0.589 0.498
H 19.412360 17.599840 -15.772060 -1.015 -0.168 0.194 0.538
H 19.872580 19.035220 -16.549890 0.227 0.515 0.293 0.477
H 21.771420 17.890690 -16.987390 0.039 -0.127 0.512 0.315
H 21.814780 17.269800 -18.559490 -0.579 -0.105 -0.371 0.273
H 21.505440 16.129300 -17.274370 -0.447 0.033 0.308 0.276
C 30.002130 13.564730 -20.154090 -0.727 -0.690 0.596 -1.439
C 29.702200 14.700640 -19.129550 -0.057 0.481 -1.443 0.377
C 29.427980 16.104450 -19.752660 0.064 0.207 2.180 -0.761
O 29.364710 17.128750 -18.707220 1.559 -3.053 0.756 -0.298
C 28.992600 18.383520 -19.153760 -0.914 0.169 -0.943 -0.690
N 28.509870 14.322640 -18.256550 0.512 -1.152 -0.038 -0.307
H 28.797590 13.507400 -17.734350 0.248 -0.170 0.943 0.362
H 28.162230 15.030730 -17.625790 0.368 0.675 0.415 0.324
H 27.687350 13.938310 -18.699110 -0.366 0.255 -1.160 0.360
H 30.909560 13.644670 -20.752670 -0.084 0.764 0.156 0.396
H 29.196730 13.246830 -20.816160 -0.226 0.607 -0.122 0.392
H 30.186260 12.665470 -19.566270 0.088 -0.155 0.225 0.412
H 30.585350 14.632170 -18.494350 -0.298 0.816 0.410 0.223
H 28.412700 16.111710 -20.149200 0.224 -0.221 -1.020 0.388
H 30.264780 16.270460 -20.431130 -0.411 0.370 -0.414 0.419
H 28.979680 19.101510 -18.333740 0.299 -0.197 -0.053 0.229
H 27.968340 18.239090 -19.497500 -0.274 0.780 -0.448 0.308
H 29.642210 18.682690 -19.976320 -0.091 0.464 0.017 0.304
C 25.708090 13.042190 -1.411830 -0.197 0.525 -1.308 -1.396
C 26.493780 14.372680 -1.534370 -0.136 -1.394 0.251 0.139
C 26.624960 15.061540 -0.191940 -0.221 1.194 -1.269 -0.649
O 27.344700 16.220560 -0.533030 0.363 -0.127 -0.958 -0.344
C 27.039610 17.408220 0.200970 0.743 -1.299 1.176 -0.674
N 27.852870 13.968220 -2.083440 1.541 -0.282 0.313 -0.365
H 28.543370 14.694830 -2.207340 -0.018 1.306 0.932 0.351
H 28.297680 13.288000 -1.483820 0.166 -0.476 0.317 0.353
H 27.919630 13.618730 -3.028680 -1.174 -0.842 -0.574 0.380
H 25.629790 12.660640 -2.429860 0.072 -0.517 0.050 0.429
H 24.670390 13.098460 -1.083000 0.170 0.630 0.197 0.374
H 26.195220 12.320040 -0.756620 0.242 0.115 -0.059 0.399
H 26.281560 15.088520 -2.328500 -1.381 -0.018 0.453 0.354
H 27.017810 14.440110 0.612780 0.549 -0.055 0.006 0.389
H 25.614000 15.325280 0.118730 -0.267 -0.032 -0.002 0.410
H 27.442560 18.293510 -0.290960 -0.231 -0.289 -0.121 0.233
H 27.604260 17.175990 1.103930 -0.337 1.169 0.651 0.317
H 25.969950 17.430690 0.409350 0.006 0.444 -0.080 0.298
C 33.354940 7.854100 -16.657130 -0.651 0.506 0.778 -1.310
C 33.219760 6.835930 -15.430300 0.907 1.341 -1.477 0.318
C 31.946800 7.016860 -14.591740 -0.133 0.712 -1.117 -0.859
O 31.803230 6.102520 -13.577160 -0.081 -0.962 0.575 -0.370
C 30.466510 5.833900 -13.094800 -0.118 0.760 0.155 -0.772
N 33.417780 5.429740 -15.986890 0.192 0.428 1.498 -0.307
H 33.466800 4.870860 -15.147040 -0.786 -0.946 0.349 0.359
H 32.708810 5.119270 -16.635780 -0.419 -0.206 -0.120 0.333
H 34.332790 5.256410 -16.377810 0.449 0.496 -0.700 0.354
H 32.506730 8.531560 -16.755550 -0.573 -0.384 0.346 0.365
H 33.440370 7.432130 -17.658500 0.189 -0.556 0.258 0.410
H 34.139120 8.604660 -16.558100 0.511 -0.587 0.327 0.322
H 34.063220 6.985060 -14.756180 0.142 -0.211 -0.132 0.365
H 31.112200 7.049280 -15.292090 -0.442 -0.126 0.042 0.463
H 32.052160 8.009170 -14.153200 -0.060 0.411 -0.232 0.377
H 29.949090 5.173260 -13.790450 0.166 -0.558 0.515 0.322
H 29.785860 6.674930 -12.962510 0.446 0.924 -0.771 0.344
H 30.546880 5.593430 -12.034700 0.285 -1.182 -0.399 0.287
C 34.898670 9.507840 -5.252630 -0.605 0.141 -1.908 -0.837
N 35.019600 10.618790 -6.304010 -0.850 1.107 -0.861 -0.137
C 36.434020 11.004650 -6.765460 -0.245 -1.339 1.028 -0.911
C 34.317260 10.105490 -7.612440 0.164 0.856 0.873 -0.861
C 34.188930 11.856850 -5.749880 0.463 -1.286 0.826 -0.454
C 34.904230 12.500180 -4.569780 -0.155 0.679 -1.449 -0.394
O 35.817100 13.348880 -5.231700 1.210 0.064 0.398 -0.485
H 35.285390 8.625190 -5.762020 0.161 -0.121 0.523 0.369
H 33.810410 9.448720 -5.235600 0.110 -0.579 0.598 0.419
H 35.302620 9.667650 -4.252930 0.293 0.352 -0.489 0.300
H 37.089380 11.016000 -5.894560 -0.170 0.873 0.005 0.354
H 36.406790 11.900810 -7.385340 0.040 -0.136 0.405 0.344
H 36.813880 10.135600 -7.302650 -0.200 0.129 -0.381 0.464
H 34.208690 10.916140 -8.332980 0.021 0.389 0.443 0.401
H 33.317720 9.763040 -7.344560 0.235 -0.270 -0.117 0.390
H 34.955790 9.397630 -8.140930 -0.172 -0.412 0.646 0.363
H 33.274300 11.490750 -5.283510 -0.369 -0.492 -0.999 0.403
H 34.057810 12.570630 -6.563170 -0.169 -0.263 0.158 0.360
H 35.329270 11.716170 -3.943050 0.692 0.290 0.027 0.181
H 34.215770 13.034070 -3.914740 -0.190 0.095 -0.222 0.405
H 35.731950 14.290710 -5.066360 -0.169 -0.085 0.546 0.325
C 33.112140 17.660650 -13.833850 0.240 -1.293 1.366 -0.845
N 34.122290 17.100740 -12.802570 -0.309 -1.294 0.329 -0.066
C 33.541210 15.964450 -11.983620 -2.419 1.172 -0.641 -1.040
C 35.217960 16.484290 -13.578420 1.823 1.766 0.245 -0.950
C 34.629210 18.169430 -11.806870 -2.267 1.190 -0.114 -0.424
C 33.481570 18.808870 -10.913870 0.627 0.385 -0.943 -0.632
O 32.880190 17.932000 -10.030740 -0.207 -0.661 0.513 -0.479
H 32.145370 17.532070 -13.347110 -0.078 1.006 -0.115 0.361
H 33.063970 16.963340 -14.670230 0.416 0.163 -0.043 0.419
H 33.455200 18.650460 -14.134980 -0.422 -0.101 0.094 0.326
H 32.571050 16.389580 -11.726410 0.058 -0.377 0.841 0.486
H 34.094520 15.726600 -11.075110 0.204 0.027 -0.514 0.328
H 33.237810 15.147810 -12.638720 0.801 -0.242 0.053 0.405
H 35.635130 17.334600 -14.117910 0.337 -0.327 -0.472 0.458
H 34.955990 15.679370 -14.265130 -0.455 0.166 0.404 0.379
H 35.982170 16.196280 -12.856520 -0.008 -0.397 -0.200 0.398
H 34.815580 19.046860 -12.426130 1.140 -0.244 -0.058 0.335
H 35.447430 17.772260 -11.206130 0.009 0.048 -0.376 0.386
H 32.759280 19.322370 -11.548460 -0.434 -0.570 -0.680 0.294
H 33.829490 19.708190 -10.405660 1.067 -0.264 0.190 0.525
H 32.666220 18.400980 -9.220880 -0.061 -0.068 0.116 0.335
C 29.635630 -1.910430 -4.926600 -0.022 -0.131 0.111 -1.309
C 28.595380 -0.801090 -4.925660 1.655 2.108 0.161 -0.440
C 29.237090 0.546130 -4.248030 -0.975 -0.832 0.559 -0.644
C 28.167560 1.671940 -3.967340 0.447 -2.159 -1.144 -1.115
N 28.653980 2.989500 -3.446700 -0.891 1.292 -0.357 0.595
C 27.396970 3.916620 -3.157650 0.395 0.096 -0.888 -0.697
C 27.214990 4.818650 -4.421950 -0.278 -1.281 -0.154 -0.739
C 28.631790 5.117900 -4.775260 0.765 0.292 0.369 -0.575
C 29.355070 3.785220 -4.616440 0.269 -0.750 0.505 -0.703
C 29.474130 2.809910 -2.123600 -1.226 -1.023 -1.081 -0.904
C 28.575990 1.999510 -1.095110 0.124 -0.203 -1.146 -0.062
C 29.106270 1.829980 0.274970 0.686 0.589 1.647 -1.514
H 29.310240 -2.668220 -5.639330 -0.058 -0.371 0.454 0.384
H 29.780630 -2.290440 -3.915340 -0.092 -0.395 -0.160 0.346
H 30.623470 -1.625720 -5.288820 -0.042 0.480 -0.008 0.335
H 27.664840 -1.129340 -4.462560 0.034 0.222 -0.010 0.363
H 28.463290 -0.534760 -5.974330 -0.654 0.055 0.001 0.342
H 30.035990 0.880790 -4.909730 -0.144 0.225 -0.213 0.375
H 29.752480 0.257820 -3.331870 -0.136 -0.111 0.185 0.347
H 27.355030 1.286970 -3.351150 0.364 0.123 0.367 0.493
H 27.721440 1.728570 -4.960250 -0.252 1.084 0.021 0.463
H 27.710880 4.544450 -2.323750 -0.243 -0.115 0.091 0.444
H 26.540410 3.290790 -2.907160 0.216 0.128 0.044 0.367
H 26.547250 5.676570 -4.343150 0.223 -0.017 0.630 0.407
H 26.830450 4.276830 -5.286040 -0.418 -0.512 0.259 0.305
H 29.022960 5.827820 -4.046510 0.288 0.109 -0.005 0.319
H 28.773210 5.553250 -5.764490 0.001 -0.163 -0.010 0.381
H 30.422360 3.929750 -4.448790 -0.071 -0.271 0.412 0.320
H 29.258020 3.092940 -5.452760 -0.060 0.431 -0.186 0.407
H 29.810780 3.827530 -1.925580 -0.372 -0.059 0.801 0.569
H 30.371460 2.264430 -2.415750 -0.096 -0.206 0.113 0.497
H 28.427290 0.945920 -1.331570 0.220 0.078 -1.338 0.207
H 27.548920 2.363020 -1.062450 0.167 0.591 -0.004 0.352
H 29.469210 2.784320 0.656550 -0.021 -0.119 0.491 0.351
H 29.884300 1.077290 0.402380 0.326 0.210 -0.508 0.351
H 28.322870 1.427270 0.917030 -0.165 0.402 0.083 0.386
C 24.388280 22.052550 -5.398570 -0.404 0.506 -0.806 -1.081
C 25.714710 21.501580 -5.912290 0.123 0.110 2.020 -0.774
C 25.743410 20.871510 -7.270550 0.867 -0.262 -0.849 -0.321
C 25.536820 21.816280 -8.473930 -1.659 -0.569 0.574 -0.926
N 25.098320 21.126150 -9.805590 0.357 1.832 -0.926 0.258
C 26.328470 20.602610 -10.515680 0.365 -1.559 1.191 -0.559
C 26.058380 20.493320 -11.990900 0.233 1.593 -0.636 -0.825
C 25.014230 21.655980 -12.189710 -1.267 -1.523 -1.072 -0.553
C 24.675900 22.212300 -10.842310 0.765 0.973 0.812 -0.740
C 24.017610 20.015880 -9.739610 1.054 0.550 0.966 -1.320
C 22.768430 20.405750 -8.913720 0.656 -0.066 -0.637 0.089
C 21.603790 19.495430 -9.312180 -0.274 0.501 -0.293 -1.412
H 24.182570 22.141320 -4.331850 0.757 -0.429 0.130 0.384
H 23.591240 21.423650 -5.795210 -0.304 0.183 -0.088 0.228
H 24.274520 23.081760 -5.739010 -0.373 -0.014 -0.322 0.306
H 25.972660 20.651560 -5.280600 0.179 0.021 0.297 0.362
H 26.517930 22.219110 -5.744680 0.048 0.127 -0.232 0.374
H 25.069460 20.018420 -7.192240 -0.352 0.160 -0.662 0.329
H 26.734920 20.419640 -7.299050 0.127 -0.123 -0.506 0.278
H 26.367340 22.495520 -8.666220 0.287 -0.545 -0.308 0.578
H 24.749100 22.512320 -8.185600 -0.451 -0.169 -0.298 0.458
H 26.508520 19.609830 -10.103270 0.293 0.082 0.224 0.513
H 27.160920 21.249590 -10.239030 -0.153 0.071 -0.207 0.457
H 25.954860 19.473600 -12.361790 -1.158 0.091 0.251 0.369
H 26.927840 20.800230 -12.572230 0.297 0.149 0.347 0.338
H 24.018540 21.373540 -12.531650 0.368 -0.683 -0.899 0.256
H 25.399740 22.392330 -12.894890 -0.105 0.083 0.306 0.420
H 23.655870 22.580840 -10.733590 -0.128 -0.704 0.241 0.460
H 25.255510 23.132400 -10.767740 0.456 -0.216 1.084 0.363
H 24.555980 19.167360 -9.317380 -0.161 -0.030 0.407 0.612
H 23.867770 19.680060 -10.765710 -0.470 0.565 -0.097 0.612
H 22.561460 21.471710 -9.008460 -0.219 0.008 -0.465 0.429
H 22.992150 20.309680 -7.851260 0.023 -0.237 -0.046 -0.061
H 21.629200 18.603470 -8.686200 -0.373 -0.024 -0.298 0.391
H 21.613640 19.245600 -10.373120 0.584 -0.416 -0.029 0.348
H 20.641980 20.008070 -9.297400 -0.027 -0.028 0.890 0.356
C 17.944920 5.837410 -9.488060 -0.152 -0.084 -0.617 -1.409
C 18.626280 6.770750 -8.520350 0.613 0.405 -0.218 -0.490
C 18.195820 8.238670 -8.596070 -0.522 -0.149 0.301 -0.389
C 19.033940 9.125030 -7.643110 -0.611 -0.068 -0.956 -1.119
N 18.528880 10.635010 -7.464790 1.773 -0.198 -0.523 0.549
C 19.586920 11.334720 -6.519640 -0.793 -0.944 1.529 -0.601
C 18.934350 11.310070 -5.114230 -0.912 -0.232 -0.396 -0.477
C 17.643920 10.467100 -5.199610 -0.513 0.381 -1.189 -0.776
C 17.144360 10.689900 -6.712940 1.830 -0.556 0.709 -0.612
C 18.488010 11.358130 -8.822270 -0.388 -1.095 -2.027 -0.949
C 19.588740 11.061870 -9.933970 0.925 -0.187 0.407 -0.325
C 19.569830 12.015770 -11.154030 -0.011 0.245 0.908 -1.418
H 18.243110 6.092160 -10.505060 -0.383 0.320 -0.179 0.333
H 16.859190 5.832730 -9.391820 0.024 -0.114 -0.113 0.383
H 18.341890 4.825660 -9.405130 -0.243 -0.061 0.473 0.384
H 19.665630 6.700180 -8.841090 0.481 -0.067 0.966 0.323
H 18.389220 6.486940 -7.494990 0.704 -0.429 0.104 0.341
H 17.138700 8.097610 -8.370920 -0.274 1.046 0.041 0.254
H 18.348390 8.635440 -9.599760 -0.412 -0.111 -0.054 0.247
H 19.991800 9.079140 -8.161280 0.239 1.067 0.192 0.354
H 19.263190 8.667510 -6.680710 -0.688 0.357 0.268 0.690
H 19.862340 12.373840 -6.699880 -0.440 -0.248 -1.105 0.365
H 20.505780 10.759320 -6.406870 -0.157 -0.199 -0.961 0.314
H 18.660410 12.338570 -4.879200 0.188 -0.150 0.503 0.336
H 19.584280 10.839110 -4.376740 0.088 0.536 0.055 0.291
H 16.928220 10.707820 -4.413520 -0.224 0.557 -0.416 0.468
H 17.850710 9.426930 -4.947850 0.069 -0.204 -0.726 0.303
H 16.696620 11.645880 -6.984500 0.320 0.317 0.624 0.449
H 16.469550 9.967890 -7.172760 0.367 -0.399 0.307 0.366
H 18.333390 12.430180 -8.700200 0.582 -0.001 0.578 0.599
H 17.575380 11.078000 -9.348330 -0.397 -0.413 0.491 0.463
H 19.659050 10.071670 -10.384130 -1.012 -0.449 0.559 0.250
H 20.584460 11.091390 -9.491510 0.118 0.623 0.265 0.426
H 18.909510 11.772720 -11.986500 -0.552 -0.145 0.525 0.337
H 20.547210 12.023350 -11.636490 0.168 0.195 0.398 0.375
H 19.335710 12.986340 -10.716670 0.102 0.409 -0.719 0.364
```
Forces are in eV/Å.

As for the total charge: +7. The value obtained for the frontier orbital gap is 3.544 eV. The calculation puts the LUMO energy at -9.3 eV. The electronic energy is -3808.77742 hartree.